(1)
DFT (ωB97M-V with the def2-TZVPD basis set) results for a molecular structure, C3H5N5O.

Values from the calculation:
- Frontier orbital gap: 8.607 eV
- Highest occupied orbital energy: -0.3386 Eh
- E: -465.91285 hartree
- ΔE to the lowest compared entry with this formula, charge and spin: 11.160 eV

Last column: Mulliken charge in e.
Cartesian coordinates (Å):
C 0.145 1.092 -0.215  0.38
C 1.651 0.864 0.282  -0.40
C -0.260 -0.288 -0.587  0.50
H -3.195 -1.265 0.085  0.33
H -0.924 -2.079 0.738  0.40
H 2.204 1.289 -0.613  0.29
H 2.095 0.941 1.419  0.29
H 2.258 -0.611 -0.947  0.35
N -2.039 -1.202 0.660  -0.54
N -1.752 -0.221 -0.520  -0.05
N -0.702 1.980 0.182  -0.36
N 1.812 -0.583 0.139  -0.37
N 0.591 -1.228 -0.431  -0.60
O -1.885 1.309 -0.194  -0.20

***

(2)
DFT (ωB97M-V with the def2-TZVPD basis set) results for a single C3H5N5O molecule.

Values from the calculation:
- Frontier orbital gap: 9.556 eV
- Highest occupied orbital energy: -0.3430 Eh
- E: -466.16976 hartree
- ΔE to the lowest compared entry with this formula, charge and spin: 4.169 eV

Last column: Mulliken charge in e.
Cartesian coordinates (Å):
H -0.793 2.450 -0.420  0.25
N -0.052 1.925 0.156  -0.60
C -0.633 0.861 0.089  0.55
C -1.851 0.277 -0.317  -0.14
N -1.833 -1.000 -0.335  -0.57
N -0.537 -1.446 -0.023  -0.11
N -0.130 -0.282 0.670  0.08
N 1.287 -0.323 0.849  -0.20
C 1.963 -0.179 -0.414  0.17
O 3.141 -0.135 -0.493  -0.46
H -2.837 0.823 -0.652  0.33
H -0.743 -2.236 0.660  0.32
H 1.813 -0.121 1.583  0.17
H 1.206 -0.614 -1.354  0.21